1.
Below is the molecule C9H16Si, with properties calculated with ωB97M-V with the def2-TZVPD basis set.

Last column: natural (NBO) charge in e.
CARTESIAN COORDINATES (ANGSTROEM)
C: 0.233 1.736 0.316  -0.30
C: -0.489 0.788 0.937  0.09
C: 0.408 -0.173 1.702  -0.46
C: 0.681 -1.497 0.885  -0.43
C: -1.166 -0.778 -0.628  -0.36
C: 1.166 0.252 -0.833  -0.51
C: -1.759 0.195 0.426  -0.27
C: 0.388 -1.082 -0.526  -0.28
C: -2.962 1.075 -0.121  -0.60
Si: 3.014 0.421 -0.369  0.87
H: -0.159 2.386 -0.477  0.17
H: 1.303 0.372 1.940  0.23
H: -0.032 -0.341 2.721  0.22
H: 1.667 -1.806 1.279  0.23
H: -0.083 -2.161 1.225  0.21
H: -1.619 -1.793 -0.409  0.20
H: -1.388 -0.426 -1.543  0.20
H: 1.022 0.599 -1.845  0.21
H: -2.225 -0.350 1.126  0.19
H: 0.673 -1.839 -1.305  0.24
H: -3.780 0.504 0.236  0.21
H: -3.002 1.060 -1.235  0.21
H: -3.014 2.112 0.263  0.22
H: 3.296 0.165 1.042  -0.17
H: 2.939 1.811 -0.690  -0.15
H: 4.032 -0.465 -1.157  -0.17

Properties
LUMO level (spin up / spin down) ... 0.0062 / 0.0062 Eh
HOMO-LUMO gap (spin up / spin down) ... 7.9 / 7.9 eV


2.
Below is a cluster of 2 separate species, C4H11N3O in total, with properties calculated with ωB97M-V with the def2-TZVPD basis set.

Last column: natural (NBO) charge in e.
CARTESIAN COORDINATES (ANGSTROEM)
C: 0.148 0.525 -0.750  -0.28
C: 1.520 1.120 -0.322  -0.45
C: 2.719 0.139 -0.328  -0.32
N: 2.439 -1.044 0.561  -0.40
N: -0.318 -0.242 0.452  -0.27
C: -1.741 -0.051 0.658  0.09
N: -2.663 0.321 -0.182  -0.07
O: -4.581 -1.398 0.137  -0.88
H: 0.386 -0.217 -1.628  0.28
H: -0.670 1.125 -1.166  0.26
H: 1.781 1.963 -0.957  0.27
H: 1.455 1.600 0.677  0.23
H: 3.667 0.773 0.052  0.26
H: 2.884 -0.137 -1.401  0.24
H: 3.238 -1.640 0.568  0.36
H: -5.043 -1.116 0.948  0.47
H: 0.690 -0.697 0.872  0.52
H: -3.724 -0.732 0.138  0.41
H: -2.189 -0.289 1.670  0.27

Properties
Multiplicity ... 2
Charge ... +1
LUMO level (spin up / spin down) ... -0.2516 / -0.3110 Eh
HOMO-LUMO gap (spin up / spin down) ... 7.2 / 5.7 eV
⟨S²⟩ ... 1.7695


3.
Below is a structure of composition C25H23GdN5O5, with properties calculated with ωB97M-V with the def2-TZVPD basis set.

Last column: Löwdin charge in e.
CARTESIAN COORDINATES (ANGSTROEM)
Gd: 0.036 0.037 0.046  1.63
C: -1.245 -2.873 -0.797  -0.11
N: 0.108 -2.334 -1.013  -0.23
C: 0.379 -2.091 -2.436  -0.11
C: 1.419 -1.002 -2.630  -0.25
C: 1.843 -0.647 -3.903  0.01
C: 2.783 0.357 -4.034  -0.02
C: 3.303 0.964 -2.894  -0.02
C: 2.832 0.556 -1.669  -0.10
N: 1.889 -0.392 -1.540  0.01
C: 1.150 -3.186 -0.410  -0.09
C: 1.462 -2.859 1.033  -0.26
C: 1.782 -3.844 1.949  0.00
C: 2.146 -3.473 3.237  -0.03
C: 2.192 -2.129 3.565  -0.03
C: 1.855 -1.208 2.590  -0.11
N: 1.487 -1.565 1.356  0.01
C: -1.665 -2.785 0.653  -0.25
C: -2.343 -3.823 1.267  0.00
C: -2.747 -3.679 2.586  -0.03
C: -2.466 -2.498 3.250  -0.03
C: -1.798 -1.503 2.561  -0.11
N: -1.404 -1.636 1.292  0.02
H: -1.322 -3.909 -1.141  0.14
H: -1.934 -2.267 -1.384  0.13
H: -0.540 -1.778 -2.931  0.12
H: 0.725 -3.002 -2.938  0.15
H: 1.419 -1.139 -4.769  0.13
H: 3.115 0.663 -5.018  0.12
H: 4.057 1.737 -2.956  0.12
H: 3.199 0.993 -0.748  0.13
H: 2.072 -3.038 -0.974  0.14
H: 0.882 -4.243 -0.506  0.14
H: 1.744 -4.887 1.659  0.12
H: 2.395 -4.228 3.972  0.12
H: 2.482 -1.795 4.553  0.12
H: 1.880 -0.141 2.786  0.11
H: -2.543 -4.734 0.718  0.12
H: -3.274 -4.481 3.087  0.12
H: -2.761 -2.341 4.278  0.12
H: -1.575 -0.555 3.034  0.11
O: -1.427 0.378 -3.766  0.10
C: -1.253 0.748 -2.626  -0.58
O: -1.543 0.090 -1.530  -0.18
C: -0.538 2.061 -2.343  -0.16
C: -0.473 3.168 -3.162  0.04
C: 0.262 4.262 -2.710  -0.01
C: 0.919 4.221 -1.483  0.04
C: 0.812 3.066 -0.735  -0.18
N: 0.091 2.046 -1.175  0.02
C: 1.480 2.827 0.615  -0.59
O: 2.193 3.681 1.084  0.11
O: 1.188 1.658 1.128  -0.21
H: -0.978 3.166 -4.118  0.13
H: 0.324 5.153 -3.321  0.12
H: 1.501 5.049 -1.104  0.13
O: -1.662 1.434 1.366  -0.08
H: -2.481 1.730 0.951  0.09
H: -1.235 2.214 1.747  0.08

Properties
Multiplicity ... 8
Charge ... +1
LUMO level (spin up / spin down) ... -0.0958 / -0.2242 Eh
HOMO-LUMO gap (spin up / spin down) ... 9.6 / 6.1 eV
⟨S²⟩ ... 16.0064


4.
Below is a structure of composition C12H25NO4Sc, with properties calculated with ωB97M-V with the def2-TZVPD basis set.

Last column: natural (NBO) charge in e.
CARTESIAN COORDINATES (ANGSTROEM)
Sc: 0.401 -0.241 -0.734  2.20
C: 2.625 -0.219 -3.019  -0.25
O: 1.644 0.525 -2.203  -0.65
C: 1.887 1.976 -2.188  -0.10
C: 0.606 2.632 -1.738  -0.10
O: 0.104 1.839 -0.609  -0.64
C: -1.208 2.238 -0.095  -0.11
C: -2.230 1.291 -0.681  -0.10
O: -1.653 -0.062 -0.564  -0.66
C: -2.679 -1.126 -0.516  -0.25
H: 3.621 -0.036 -2.623  0.23
H: 2.538 0.123 -4.047  0.24
H: 2.364 -1.273 -2.957  0.21
H: 2.150 2.301 -3.194  0.26
H: 2.721 2.166 -1.512  0.23
H: -0.155 2.635 -2.520  0.22
H: 0.794 3.651 -1.401  0.26
H: -1.419 3.273 -0.361  0.26
H: -1.151 2.163 0.990  0.24
H: -2.443 1.469 -1.735  0.23
H: -3.161 1.325 -0.115  0.26
H: -3.262 -0.994 0.391  0.24
H: -2.155 -2.079 -0.498  0.21
H: -3.300 -1.048 -1.405  0.24
O: 1.099 -1.799 0.099  -0.87
C: 1.769 -2.692 0.822  0.74
C: 2.358 -2.281 2.124  -0.51
C: 1.737 -3.031 3.327  -0.38
C: 2.267 -4.450 3.511  -0.41
C: 1.945 -5.411 2.372  -0.42
C: 2.560 -5.027 1.032  -0.24
N: 1.856 -3.893 0.365  -0.46
H: 2.227 -1.205 2.230  0.24
H: 3.435 -2.483 2.092  0.28
H: 0.647 -3.033 3.239  0.21
H: 1.978 -2.443 4.212  0.26
H: 1.853 -4.852 4.435  0.26
H: 3.351 -4.408 3.660  0.22
H: 0.865 -5.536 2.257  0.22
H: 2.342 -6.397 2.615  0.27
H: 2.503 -5.852 0.326  0.25
H: 3.610 -4.748 1.138  0.23
H: 1.395 -4.097 -0.514  0.43

Properties
Charge ... +3
LUMO level ... -0.4210 Eh
HOMO-LUMO gap ... 8.2 eV


5.
Below is a structure of composition C26H21ClGeO9P2Tc, with properties calculated with ωB97M-V with the def2-TZVPD basis set.

Last column: Löwdin charge in e.
CARTESIAN COORDINATES (ANGSTROEM)
Tc: -0.688 -1.588 2.096  1.41
O: 2.795 -3.510 3.202  -0.02
P: 2.389 -2.026 3.002  0.38
O: 3.742 -1.323 2.607  -0.07
O: 1.379 -1.818 1.904  -0.38
O: 1.943 -1.395 4.362  -0.19
P: 0.283 -1.594 4.665  0.24
O: 0.188 -1.317 6.194  -0.04
O: 0.003 -2.971 4.157  -0.30
O: -0.371 -0.491 3.869  -0.35
H: 2.054 -4.024 3.579  0.12
H: 0.123 -2.099 6.760  0.12
Cl: -4.412 2.053 -2.665  0.69
C: -4.166 0.889 -1.399  -0.63
C: -5.251 0.284 -0.797  -0.07
C: -4.999 -0.653 0.188  0.01
C: -3.704 -0.951 0.592  -0.10
C: -2.596 -0.329 -0.005  -0.22
C: -2.870 0.579 -1.027  -0.10
C: -3.572 -2.001 1.640  -0.51
O: -4.361 -2.884 1.810  0.14
O: -2.504 -1.852 2.458  -0.21
H: -6.258 0.528 -1.103  0.12
H: -5.815 -1.176 0.668  0.13
H: -1.006 -1.765 -0.093  0.08
H: -2.083 1.065 -1.584  0.06
C: -1.157 -0.717 0.319  -0.37
Ge: 0.129 0.377 -0.701  0.99
C: 2.013 -0.074 -0.210  -0.22
C: 2.938 -0.597 -1.115  0.06
C: 4.294 -0.960 -0.807  0.00
C: 4.701 -0.916 0.469  0.06
C: 3.818 -0.366 1.533  -0.25
C: 2.465 0.104 1.068  0.04
C: 0.144 2.278 -0.371  -0.28
C: -0.866 2.968 0.303  -0.08
C: -0.772 4.338 0.503  -0.06
C: 0.329 5.041 0.037  -0.07
C: 1.349 4.371 -0.623  -0.07
C: 1.258 3.000 -0.817  -0.12
C: 0.045 -0.136 -2.559  -0.30
C: 0.212 -1.484 -2.893  -0.13
C: 0.054 -1.918 -4.202  -0.07
C: -0.287 -1.006 -5.193  -0.07
C: -0.457 0.334 -4.876  -0.06
C: -0.291 0.767 -3.566  -0.10
H: 2.600 -0.763 -2.135  0.12
H: 4.940 -1.328 -1.591  0.13
H: 5.679 -1.265 0.778  0.14
H: 4.318 0.514 1.965  0.20
H: 1.873 0.649 1.798  0.15
H: -1.727 2.442 0.691  0.10
H: -1.565 4.857 1.025  0.11
H: 0.393 6.110 0.190  0.11
H: 2.212 4.914 -0.986  0.11
H: 2.064 2.498 -1.344  0.10
H: 0.451 -2.218 -2.127  0.10
H: 0.183 -2.964 -4.448  0.11
H: -0.428 -1.344 -6.211  0.11
H: -0.722 1.043 -5.649  0.11
H: -0.430 1.818 -3.333  0.11

Properties
Charge ... +1
LUMO level ... -0.2273 Eh
HOMO-LUMO gap ... 4.7 eV


Record order is preserved below.
ΔE to the lowest compared entry with this formula, charge and spin: 4.655 7.747 0.000 0.000 0.937 eV
Record order is preserved below.
Calculated total energy: -17464.2193 -10829.4514 -64821.2040 -43205.0347 -135542.2181 eV
Record order is preserved below.
Strongest force on any atom: 5.0 4.5 1.1 0.2 0.9 eV/A